Formula: C3H4KMgO5
Source: the Open Molecules 2025 dataset
Level of theory: ωB97M-V/def2-TZVPD

Computed properties:
Spin multiplicity: 2
Frontier orbital gap (spin up / spin down), eV: 4.18 / 5.92
Charge: 0
Highest occupied orbital energy (spin up / spin down), eV: -5.39 / -7.19

Geometry as XYZ:
```
14
C3H4KMgO5, DFT ωB97M-V/def2-TZVPD
O -2.52487 -1.35984 0.98302
C -1.58658 -0.33851 1.04549
C -1.67536 0.71932 0.17167
O -0.90953 1.76229 0.14172
H -3.10292 -1.31988 1.75072
H -1.08402 -0.20520 2.01250
H -2.37057 0.59315 -0.67754
Mg 0.97781 2.17011 0.39824
O 0.67421 -1.10492 -1.03548
C 1.82964 -0.49364 -1.02159
O 1.97577 0.60363 -0.35510
O 2.78950 -0.95204 -1.67255
K 5.07265 0.70632 -1.42397
H -0.06573 -0.78078 -0.31716
```

Löwdin atomic charges, in units of e:
1. O -0.0650
2. C -0.2451
3. C -0.3285
4. O -0.3250
5. H 0.0827
6. H 0.1143
7. H 0.1318
8. Mg 0.7243
9. O 0.0856
10. C -0.8230
11. O -0.2636
12. O -0.0928
13. K 0.8607
14. H 0.1436

Formula: C22H62N4O9
Source: the Open Molecules 2025 dataset
Level of theory: ωB97M-V/def2-TZVPD

Computed properties:
Frontier orbital gap, eV: 9.13
SMILES: NC(N)=O.NC(N)=O.CC(C)O.CC(C)O.CC(C)O.CC(C)O.CC(C)O.CC(C)O.CCO
Charge: 0
Highest occupied orbital energy, eV: -9.06

Geometry as XYZ:
```
97
C22H62N4O9, DFT ωB97M-V/def2-TZVPD
N -3.68022 2.16054 2.02323
C -3.61212 3.22510 2.74218
N -2.32031 3.48517 3.02352
O -4.53999 3.84054 3.25945
H -2.80316 1.76460 1.71647
H -4.60581 1.96465 1.66965
H -2.15443 4.21157 3.70538
H -1.56977 2.95629 2.60271
N -3.08651 -1.95654 2.32132
C -4.25152 -2.50220 2.34751
N -4.19670 -3.75435 2.58807
O -5.30444 -2.01163 1.95651
H -2.30254 -2.51272 2.63141
H -2.87514 -0.99515 2.09518
H -3.32174 -4.12149 2.93413
H -5.06089 -4.25533 2.73740
C -0.33545 -4.69626 -3.93069
C 0.30884 -3.34912 -3.70244
C -0.54335 -2.35555 -2.93677
O 1.43840 -3.63205 -2.89890
H -1.18139 -4.60281 -4.61168
H -0.62125 -5.15693 -2.98507
H 0.44808 -5.31175 -4.37268
H 0.73906 -2.92692 -4.61060
H -1.04705 -1.74152 -3.68333
H 0.09426 -1.64096 -2.41627
H -1.19693 -2.81610 -2.19595
H 1.83122 -2.77441 -2.72071
C -5.41113 2.21188 -3.71004
C -4.29482 2.06399 -2.60786
C -3.05196 2.82578 -2.85539
O -4.94164 2.43574 -1.40715
H -6.37272 1.80096 -3.40248
H -5.21259 1.72920 -4.66697
H -5.68399 3.25701 -3.85613
H -4.05037 1.00262 -2.56499
H -2.42901 2.97495 -1.97347
H -3.25989 3.85044 -3.16351
H -2.45403 2.36565 -3.64207
H -5.16080 1.66522 -0.87813
C -0.56984 -0.12754 4.83244
C 0.43130 1.04111 4.99177
C 1.56200 0.74955 5.95102
O 1.08318 1.43477 3.78999
H -1.34864 0.12406 4.11253
H -1.12267 -0.24013 5.76507
H -0.20567 -1.07723 4.44057
H -0.07516 1.88010 5.46895
H 1.16892 0.50742 6.93842
H 2.18544 1.64170 6.01019
H 2.02984 -0.17368 5.60915
H 1.60162 2.20511 4.03371
C 5.59533 4.14924 -0.65628
C 4.20357 4.43811 -1.14499
C 3.20860 3.30005 -1.07203
O 3.65363 5.55275 -0.47585
H 6.19530 5.05823 -0.61284
H 6.08217 3.50998 -1.39278
H 5.64564 3.73811 0.35196
H 4.19634 4.74737 -2.19017
H 2.29928 3.58823 -1.59947
H 2.94366 3.08249 -0.03735
H 3.62006 2.39155 -1.51183
H 2.94616 5.96120 -0.98009
C -1.80117 0.37068 -0.04307
C -0.67766 0.31107 0.98701
C 0.71288 0.58348 0.39238
O -0.96346 1.37433 1.87065
H -1.85824 1.35852 -0.50025
H -2.83175 0.18115 0.25709
H -1.62714 -0.21939 -0.94287
H -0.68287 -0.64483 1.51079
H 0.90391 -0.13359 -0.40600
H 1.50036 0.32935 1.10188
H 0.80594 1.60341 0.01930
H -0.28711 1.45706 2.54689
C 4.27519 -1.13724 -1.10336
C 4.04263 -0.92429 -2.58930
C 4.65605 -2.07505 -3.41716
O 2.63935 -0.84691 -2.76714
H 4.00831 -2.14925 -0.79885
H 3.65970 -0.49006 -0.47851
H 5.27462 -0.80042 -0.82807
H 4.48507 0.05078 -2.79322
H 4.07595 -2.97936 -3.23326
H 5.70791 -2.22881 -3.17621
H 4.55903 -1.82462 -4.47355
H 2.37842 -0.11842 -3.33532
C 1.53222 -3.57705 0.67448
C 0.16536 -4.17081 0.73361
O 0.26255 -5.27195 1.58406
H 2.13328 -4.21335 0.02489
H 1.94767 -3.53481 1.68131
H 1.56181 -2.55894 0.28632
H -0.14588 -4.54993 -0.23979
H -0.55826 -3.39474 0.98298
H 0.88896 -5.93698 1.28920
```

Löwdin atomic charges, in units of e:
1. N 0.1825
2. C -0.7531
3. N 0.1506
4. O 0.0141
5. H 0.0527
6. H 0.1245
7. H 0.1071
8. H 0.0620
9. N 0.1903
10. C -0.8072
11. N 0.1658
12. O 0.0197
13. H 0.0996
14. H 0.0877
15. H 0.1115
16. H 0.1304
17. C -0.0492
18. C -0.4995
19. C -0.0507
20. O -0.0810
21. H 0.0837
22. H 0.0779
23. H 0.0810
24. H 0.1364
25. H 0.0810
26. H 0.0519
27. H 0.0832
28. H 0.0302
29. C -0.0471
30. C -0.4969
31. C -0.0679
32. O -0.0511
33. H 0.0692
34. H 0.0690
35. H 0.0740
36. H 0.1256
37. H 0.0677
38. H 0.0829
39. H 0.0846
40. H 0.0844
41. C -0.0305
42. C -0.4761
43. C -0.0606
44. O -0.0584
45. H 0.0564
46. H 0.0896
47. H 0.0808
48. H 0.1358
49. H 0.0851
50. H 0.0839
51. H 0.0892
52. H 0.1023
53. C -0.0483
54. C -0.5235
55. C -0.0610
56. O -0.0500
57. H 0.0806
58. H 0.0807
59. H 0.0841
60. H 0.1312
61. H 0.0796
62. H 0.0782
63. H 0.0678
64. H 0.0904
65. C -0.0411
66. C -0.4415
67. C -0.0291
68. O -0.1237
69. H 0.0733
70. H 0.0697
71. H 0.0748
72. H 0.1176
73. H 0.0570
74. H 0.0772
75. H 0.0830
76. H 0.0435
77. C -0.0556
78. C -0.4777
79. C -0.0331
80. O -0.0686
81. H 0.0766
82. H 0.0631
83. H 0.0838
84. H 0.1283
85. H 0.0728
86. H 0.0826
87. H 0.0773
88. H 0.1036
89. C -0.0932
90. C -0.3412
91. O -0.0740
92. H 0.0784
93. H 0.0839
94. H 0.0559
95. H 0.1033
96. H 0.0972
97. H 0.0915

Formula: C27H43CoF16LiO7
Source: the Open Molecules 2025 dataset
Level of theory: ωB97M-V/def2-TZVPD

Computed properties:
Spin multiplicity: 4
Frontier orbital gap (spin up / spin down), eV: 4.08 / 4.03
Charge: +2
Highest occupied orbital energy (spin up / spin down), eV: -12.76 / -12.76

Geometry as XYZ:
```
95
C27H43CoF16LiO7, DFT ωB97M-V/def2-TZVPD
Co -1.96273 0.73660 -4.11678
Li -3.67762 1.54266 -0.59608
C 0.43515 1.27419 -0.39540
O -0.69282 1.12907 -1.22312
H 0.25744 1.28221 0.67998
H 1.17929 0.48344 -0.49069
H 0.86944 2.25693 -0.57903
C 3.04360 -3.34770 2.19809
C 2.46418 -2.61589 3.41917
C 2.94147 -1.16706 3.37561
F 3.00632 -0.56939 4.55336
F 4.17595 -1.04900 2.88494
F 1.12281 -2.68286 3.43278
F 2.89538 -3.20704 4.52179
O 2.83906 -4.82225 2.27068
C 1.90626 -5.41792 1.35669
C 1.84675 -6.91325 1.67369
F 1.38855 -7.20333 2.91650
F 1.19092 -7.64937 0.78016
F 0.70389 -4.81304 1.37847
F 2.37686 -5.24007 0.09229
H 4.11951 -3.18792 2.12736
H 2.61397 -2.86757 1.31889
H 2.25193 -0.62282 2.73027
H 2.85830 -7.31923 1.67545
C 0.41793 6.74178 7.85522
C 1.60609 7.74773 7.89081
C 2.93606 7.00242 8.28535
F 4.06080 7.73142 8.06539
F 2.93887 6.59736 9.55517
F 1.73216 8.37597 6.70986
F 1.32825 8.74383 8.77863
O 0.63393 5.58870 7.08290
C -0.52259 4.75031 6.91670
C -0.09394 3.44392 6.16673
F -1.00840 2.43411 6.07329
F 0.26665 3.67407 4.88291
F -0.90517 4.45524 8.14978
F -1.48251 5.48184 6.33992
H -0.49874 7.25491 7.56450
H 0.25217 6.41142 8.88063
H 3.16956 6.11939 7.69049
H 0.74915 2.98641 6.68440
C -4.31328 -2.78186 2.53129
C -5.62830 -2.59581 1.85934
C -5.31710 -1.59993 0.78677
O -4.16445 -0.88239 1.27060
C -3.79215 -1.35531 2.59477
H -3.62601 -3.39338 1.94667
H -4.40394 -3.22191 3.52439
H -6.42618 -2.31808 2.54806
H -5.91463 -3.51915 1.35582
H -6.13012 -0.88103 0.68544
H -5.16082 -2.03290 -0.20127
H -4.33986 -0.80493 3.35976
H -2.71235 -1.25212 2.70191
C 3.00933 -2.57694 -6.20975
C 3.66768 -1.22477 -5.94357
C 4.35057 -1.56502 -4.61440
O 4.81305 -2.89815 -4.82644
C 4.05407 -3.56652 -5.76942
H 2.75520 -2.72067 -7.25992
H 2.12446 -2.76626 -5.60209
H 2.98006 -0.38450 -5.84741
H 4.37486 -0.91725 -6.71390
H 3.63564 -1.67704 -3.79927
H 5.20445 -0.94170 -4.34896
H 3.65383 -4.53833 -5.48046
H 4.67416 -3.68321 -6.65823
C -1.72253 -4.51892 -3.48121
C -3.17445 -4.64975 -3.75500
C -3.58662 -3.28422 -4.14131
O -2.50530 -2.41591 -3.64695
C -1.56309 -3.18259 -2.86325
H -1.18246 -4.58367 -4.42579
H -1.41982 -5.29805 -2.78161
H -3.74584 -5.13446 -2.96338
H -3.38229 -5.34753 -4.56619
H -4.53204 -3.01085 -3.67275
H -3.54963 -3.23112 -5.22938
H -1.92191 -3.19217 -1.83405
H -0.60803 -2.65743 -2.85001
C -1.06575 5.03737 -6.83451
C 0.10691 5.50418 -5.93890
C -0.02246 4.54956 -4.70127
O -1.24593 3.79093 -4.93472
C -2.06767 4.48315 -5.84431
H -0.73134 4.21397 -7.46561
H -1.38097 5.80309 -7.54332
H -0.04246 6.53622 -5.62159
H 1.10452 5.36057 -6.35394
H -0.08721 5.07470 -3.74830
H 0.73029 3.76134 -4.68828
H -2.72321 5.17425 -5.31443
H -2.78298 3.76626 -6.24742
```

Löwdin atomic charges, in units of e:
1. Co 0.8539
2. Li 0.8952
3. C -0.1440
4. O -0.0845
5. H 0.0878
6. H 0.0919
7. H 0.1206
8. C -0.0139
9. C -0.4932
10. C -0.3583
11. F 0.1342
12. F 0.1073
13. F 0.1244
14. F 0.1663
15. O 0.0246
16. C -0.4867
17. C -0.3106
18. F 0.1050
19. F 0.1194
20. F 0.1391
21. F 0.1261
22. H 0.1452
23. H 0.1381
24. H 0.1593
25. H 0.1748
26. C -0.0787
27. C -0.4137
28. C -0.3067
29. F 0.0820
30. F 0.1126
31. F 0.1281
32. F 0.1217
33. O -0.0002
34. C -0.4988
35. C -0.2532
36. F 0.0740
37. F 0.0815
38. F 0.1684
39. F 0.1603
40. H 0.1459
41. H 0.1421
42. H 0.1632
43. H 0.1717
44. C -0.1691
45. C -0.1770
46. C -0.2119
47. O -0.2086
48. C -0.1624
49. H 0.1236
50. H 0.1304
51. H 0.1311
52. H 0.1252
53. H 0.1126
54. H 0.1119
55. H 0.1258
56. H 0.1208
57. C -0.1894
58. C -0.1576
59. C -0.1887
60. O -0.1328
61. C -0.2409
62. H 0.1147
63. H 0.0994
64. H 0.0973
65. H 0.1194
66. H 0.1079
67. H 0.1244
68. H 0.1255
69. H 0.1223
70. C -0.1759
71. C -0.1939
72. C -0.1656
73. O -0.2076
74. C -0.1955
75. H 0.1320
76. H 0.1326
77. H 0.1254
78. H 0.1298
79. H 0.1203
80. H 0.1270
81. H 0.1169
82. H 0.1197
83. C -0.1441
84. C -0.1228
85. C -0.1543
86. O -0.2164
87. C -0.2314
88. H 0.1161
89. H 0.1231
90. H 0.1140
91. H 0.1150
92. H 0.1126
93. H 0.1108
94. H 0.1222
95. H 0.1138

Formula: C4H10IN
Source: the Open Molecules 2025 dataset
Level of theory: ωB97M-V/def2-TZVPD

Computed properties:
Energy relative to the best compared isomer or geometry (same formula, charge and spin), kcal per mole: 10.1
Frontier orbital gap, eV: 8.99
SMILES: C/C=C/C.NI
Charge: 0
Highest occupied orbital energy, eV: -9.18

Geometry as XYZ:
```
16
C4H10IN, DFT ωB97M-V/def2-TZVPD
C -0.31267 1.41038 -1.18601
C -0.73874 0.01287 -0.82609
C -0.98448 -0.44860 0.35661
C -1.33688 -1.89169 0.67734
H -0.79853 1.98511 -1.91023
H -0.15957 1.95696 -0.33346
H 0.74889 1.46681 -1.51678
H -0.78955 -0.69342 -1.66492
H -0.97367 0.16845 1.22807
H -1.28998 -2.33797 -0.24126
H -0.49699 -2.18675 1.37576
H -2.34640 -1.79089 1.06127
N 2.44322 1.00605 1.06791
I 3.28180 -0.16631 -0.46085
H 1.54035 1.32573 0.66793
H 2.21319 0.18327 1.70470
```

Löwdin atomic charges, in units of e:
1. C -0.1093
2. C -0.1918
3. C -0.2176
4. C -0.0758
5. H 0.0541
6. H 0.0255
7. H 0.0482
8. H 0.1114
9. H 0.0975
10. H 0.0294
11. H 0.1002
12. H 0.0767
13. N -0.4628
14. I 0.6148
15. H -0.0706
16. H -0.0297

Formula: C6H5NP2
Source: the Open Molecules 2025 dataset
Level of theory: ωB97M-V/def2-TZVPD

Computed properties:
Energy relative to the best compared isomer or geometry (same formula, charge and spin), kcal per mole: 58.3
Frontier orbital gap (spin up / spin down), eV: 6.65 / 5.81
SMILES: C1=CC(=C2P3=N[P@H]=32)C=C1
Charge: 0
Highest occupied orbital energy (spin up / spin down), eV: -8.32 / -7.80

Geometry as XYZ:
```
14
C6H5NP2, DFT ωB97M-V/def2-TZVPD
C -0.03650 0.59661 1.47569
C 0.20097 -0.51641 0.69974
C 0.49439 -0.25191 -0.59568
C 0.85730 -1.24947 -1.67737
P 2.67739 -1.45057 -2.25054
N 2.34303 -2.91447 -2.92783
P 0.65729 -2.67052 -2.66270
C 0.47532 1.36436 -0.59753
C 0.01870 1.85243 0.61521
H -0.67983 0.62156 2.36860
H 0.12928 -1.37412 1.37073
H 0.21073 -1.84927 -3.73606
H 0.29834 1.85350 -1.57115
H -0.01190 2.90801 1.06950
```

Löwdin atomic charges, in units of e:
1. C -0.0714
2. C -0.1693
3. C -0.2360
4. C -0.5537
5. P 0.7800
6. N -0.5832
7. P 0.5953
8. C -0.0500
9. C -0.0852
10. H 0.1064
11. H 0.1135
12. H -0.0567
13. H 0.0905
14. H 0.1198

Formula: C4H14N3
Source: the Open Molecules 2025 dataset
Level of theory: ωB97M-V/def2-TZVPD

Computed properties:
Energy relative to the best compared isomer or geometry (same formula, charge and spin), kcal per mole: 94.1
Frontier orbital gap, eV: 12.30
SMILES: CCC[N+](C)(N)N
Charge: +1
Highest occupied orbital energy, eV: -15.15

Geometry as XYZ:
```
21
C4H14N3, DFT ωB97M-V/def2-TZVPD
C 0.48409 0.75052 2.77783
C 0.53185 -0.00349 1.44132
C -0.37862 0.40145 0.26664
N -0.15860 -0.32121 -0.98423
C -1.13679 0.16919 -2.11382
N 1.16987 -0.10579 -1.50726
N -0.52297 -1.64111 -0.74133
H 0.36315 1.89331 2.75071
H -0.40674 0.43459 3.19642
H 1.18854 0.31225 3.49878
H 0.30718 -0.99142 1.57636
H 1.61786 -0.09194 1.24600
H -1.42259 0.31120 0.45719
H -0.24444 1.47699 0.08332
H -1.98085 -0.55163 -2.11603
H -1.50450 1.19465 -1.90093
H -0.57530 0.21202 -3.08728
H 1.66360 0.42049 -0.76745
H 1.26073 0.32986 -2.47752
H 0.10015 -1.95974 -0.06563
H -0.35559 -2.24018 -1.53307
```

Löwdin atomic charges, in units of e:
1. C -0.0683
2. C -0.2229
3. C -0.1357
4. N -0.4069
5. C 0.0647
6. N 0.1213
7. N 0.1367
8. H 0.1200
9. H 0.0407
10. H 0.0960
11. H 0.0665
12. H 0.1214
13. H 0.1365
14. H 0.1457
15. H 0.1132
16. H 0.1125
17. H 0.1085
18. H 0.1030
19. H 0.1408
20. H 0.0770
21. H 0.1293

Table of E_tot (Eh), in record order: -1292.98075 -1771.56697 -4568.56793 -510.77378 -968.85745 -324.71483